No. 1
ORCA calculation (the ωB97M-V functional and the def2-TZVPD basis) on C21H20ClN7O in the gas phase at a distorted geometry.

As for the SMILES: Cc1cn2cccc2c(N2CC[C@H](NC(=O)c3ncn(-c4ccc(Cl)cc4)n3)C2)n1. The lowest unoccupied orbital energy comes out at 0.19 eV. For the HOMO-LUMO gap, the calculation gives 7.35 eV. As for the HOMO energy: -0.2633 hartree.

CARTESIAN COORDINATES (ANGSTROEM)
Cl: 4.67346 10.35382 0.25067
O: 0.97854 1.58891 1.96063
N: 0.66122 0.49101 0.05096
N: 2.41023 4.83765 -0.37047
N: 1.50498 3.02815 -1.19821
N: -1.44721 -2.45132 -0.08140
N: 1.99014 3.97452 0.65267
N: -0.67237 -4.53868 -0.16015
N: -3.16972 -5.86367 -0.27017
C: 2.07922 4.20403 -1.50862
C: -4.47760 -6.24865 -0.20634
C: 3.08867 6.08024 -0.34250
C: 1.44968 2.89609 0.11528
C: 0.31966 -6.75549 -0.06548
C: -3.09262 -4.44613 -0.12424
C: -0.12959 -0.58012 0.72168
C: -2.01130 -6.54984 -0.17981
C: -0.80537 -5.91450 -0.16816
C: -1.73211 -3.78213 -0.16803
C: 2.30579 7.30040 -0.68694
C: -0.07479 -1.96427 0.04650
C: -2.34441 -1.58788 0.63330
C: -5.30481 -5.17639 -0.04797
C: 0.97638 1.65980 0.72724
C: -1.64701 -0.30048 0.70316
C: 4.11734 8.70611 0.02000
C: -4.43644 -4.03472 0.13020
C: 4.87074 7.52342 0.29378
C: 4.39549 6.16172 0.09747
C: 2.86550 8.58464 -0.55939
H: 5.75146 7.78201 0.81062
H: 2.28267 4.52439 -2.58452
H: 0.33021 -1.83873 -0.99018
H: 0.15078 -0.63138 1.79478
H: -4.78008 -7.21472 -0.41132
H: -6.38590 -5.29275 -0.04289
H: -4.79628 -2.99546 0.32346
H: 4.94253 5.25360 0.48859
H: -1.96950 0.26406 1.65369
H: -3.24490 -1.41783 0.13061
H: 0.65222 -2.61902 0.54999
H: 0.61969 0.61650 -0.97629
H: -1.98572 -7.66116 -0.19534
H: -2.49026 -2.08507 1.61432
H: 1.33943 7.23487 -1.08831
H: 2.35394 9.49520 -0.87575
H: 1.22130 -6.16484 0.25839
H: 0.59635 -7.11315 -1.14548
H: 0.02306 -7.65553 0.58906
H: -1.95267 0.32282 -0.16905

These are the natural (NBO) partial charges, in e, on atoms 1 to 4: 0.017, -0.591, -0.607, -0.211

---

No. 2
ORCA calculation (the ωB97M-V functional and the def2-TZVPD basis) on a molecular structure, C21H20CrF5O at a distorted geometry.

Its expectation value of S² is 3.9523. As for the charge: -2. The lowest unoccupied orbital energy (spin up / spin down) comes out at 5.20 / 5.19 eV. For the HOMO-LUMO gap (spin up / spin down), the calculation gives 4.16 / 3.88 eV. The spin multiplicity is 4. As for the HOMO energy (spin up / spin down): 0.0381 / 0.0480 hartree.

CARTESIAN COORDINATES (ANGSTROEM)
Cr: 0.35108 0.01057 0.89399
F: 3.21406 -1.36122 2.23049
F: 5.03763 -3.07858 1.36278
F: 0.84141 -1.87321 -1.88144
F: 4.88387 -4.18781 -1.15775
F: 2.77046 -3.46421 -2.78104
O: -1.12406 0.56042 -0.56440
C: -1.01609 -1.93982 0.95901
C: 1.90861 -2.07122 -1.04775
C: 3.94890 -3.31707 -0.72899
C: -1.86070 -0.79766 1.10687
C: 1.95701 -1.46429 0.19056
C: -2.80248 1.49533 -1.43402
C: 1.83285 1.19460 1.87780
C: 2.42962 1.28584 0.57479
C: -0.27722 -0.73545 2.80378
C: 3.04054 -1.84496 0.96419
C: 4.02454 -2.75466 0.53914
C: -2.91142 2.75957 -0.70263
C: 0.63128 2.00739 1.85393
C: 2.88149 -2.95780 -1.53913
C: 1.64632 2.17165 -0.21315
C: -0.89895 0.34667 -1.94203
C: -1.40266 -0.03670 2.23221
C: -3.94428 0.55827 -1.39507
C: -1.87572 1.32668 -2.56897
C: 0.55167 2.62429 0.56910
C: -0.04023 -1.90348 1.99971
H: -2.79105 -0.64540 0.58185
H: 1.90527 2.53448 -1.20912
H: -3.32282 3.55890 -1.35101
H: -3.60197 2.62355 0.14392
H: -4.67333 0.80466 -2.19430
H: 3.39623 0.86434 0.29375
H: -1.18610 -0.68691 -2.19782
H: -1.94900 3.10063 -0.29998
H: -3.61276 -0.47625 -1.54670
H: -1.87434 0.86989 2.60075
H: -0.13925 3.42276 0.29518
H: 2.26164 0.71374 2.76007
H: -1.15217 -2.71840 0.21791
H: -2.34681 0.92063 -3.46637
H: -4.47531 0.63134 -0.43579
H: 0.26293 -0.46829 3.70736
H: 0.70570 -2.66290 2.20449
H: 0.15244 0.55429 -2.19925
H: -1.36856 2.25770 -2.82754
H: 0.01173 2.24810 2.72063

These are the natural (NBO) partial charges, in e, on atoms 1 to 4: 0.628, -0.356, -0.332, -0.347

---

No. 3
ORCA calculation (the ωB97M-V functional and the def2-TZVPD basis) on C21H20FN5O2 in the gas phase at a distorted geometry.

As for the SMILES: O[C@H]1CC[C@@H](Oc2cc(F)cc3cnc(Nc4ccc5[nH]cnc5c4)nc23)CC1. The lowest unoccupied orbital energy comes out at -0.34 eV. For the HOMO-LUMO gap, the calculation gives 7.28 eV. As for the HOMO energy: -0.2800 hartree.

CARTESIAN COORDINATES (ANGSTROEM)
F: 6.24297 -0.91908 1.14241
O: 2.46944 -1.32326 -1.74079
O: 0.40933 0.98436 -5.42203
N: -1.30815 -0.99323 1.14602
N: 0.39940 -0.52289 2.72745
N: -3.95390 1.37263 4.58755
N: -5.82457 0.39625 3.93824
N: 0.76656 -1.18752 0.53659
C: -4.88802 -0.02435 3.01092
C: 2.95292 -1.22650 -0.48122
C: -2.48008 -0.56346 1.76664
C: 1.72682 -0.54180 2.93401
C: -5.22515 1.24164 4.82846
C: -3.68572 -1.08131 1.26472
C: 2.65807 0.43208 -3.39518
C: -3.72875 0.59608 3.46439
C: 2.64998 -0.84714 1.90854
C: 2.03746 1.79575 -3.86863
C: 4.03501 -0.81887 2.08595
C: 4.32974 -1.18185 -0.29600
C: 2.11471 -1.07527 0.65161
C: -4.90379 -0.85615 1.91305
C: -0.26482 1.09261 -3.09066
C: 1.85246 -0.08969 -2.19701
C: 0.55362 1.73866 -4.22226
C: -0.02715 -0.89547 1.54294
C: -2.50412 0.30883 2.84460
C: 0.36862 -0.23119 -2.60739
C: 4.88956 -0.99385 0.98061
H: -1.37101 -1.41574 0.22935
H: 2.17378 2.54552 -3.09848
H: -5.84278 -1.30803 1.60960
H: 4.40709 -0.56683 3.05992
H: -0.24682 1.76169 -2.24721
H: 2.57151 -0.31615 -4.17028
H: 1.93605 0.64147 -1.39210
H: -0.18130 -0.58003 -1.74735
H: 2.57364 2.17785 -4.75391
H: -1.32856 0.92481 -3.40755
H: 3.71960 0.50775 -3.08983
H: 4.97750 -1.31572 -1.18845
H: 2.08022 -0.21547 3.85991
H: -5.77174 1.74341 5.61028
H: 0.22494 -0.99598 -3.36604
H: -6.74753 0.03483 4.06179
H: 0.19674 0.07544 -5.23819
H: 0.21126 2.76831 -4.40856
H: -3.63608 -1.76362 0.45360
H: -1.60895 0.71048 3.27000

These are the natural (NBO) partial charges, in e, on atoms 1 to 4: -0.321, -0.509, -0.728, -0.569

---

No. 4
ORCA calculation (the ωB97M-V functional and the def2-TZVPD basis) on C21H20N4O5 in the gas phase at a distorted geometry.

As for the SMILES: COC(=O)c1ccccc1-c1ccc(C(c2c(C)[nH][nH]c2=O)c2c(C)[nH][nH]c2=O)o1. The lowest unoccupied orbital energy comes out at 0.58 eV. For the HOMO-LUMO gap, the calculation gives 8.26 eV. As for the HOMO energy: -0.2822 hartree.

CARTESIAN COORDINATES (ANGSTROEM)
O: -2.54586 2.58401 3.67453
O: 1.74326 1.27346 2.70534
O: -0.75466 -0.15053 -0.63005
O: 2.50642 -0.76224 -1.40733
O: 1.17765 -2.14926 -0.25166
N: -1.00637 -0.33582 4.63387
N: 1.70990 3.04545 -0.23650
N: 2.35791 2.42052 0.82222
N: -1.62604 0.87658 4.92268
C: -0.71463 -1.60577 -2.54709
C: 3.33855 -0.65053 -0.25877
C: -1.87804 1.56918 3.75444
C: -1.18527 0.81109 2.72648
C: 0.19556 -1.38080 2.75326
C: 1.43339 1.77997 1.64262
C: 1.35371 -2.12349 -3.68895
C: -0.51476 2.95085 -1.32088
C: -2.78786 -0.41391 0.22674
C: -1.59415 0.24338 0.34367
C: -1.40580 -1.06223 -1.39555
C: -0.64731 -0.29381 3.30297
C: -1.15316 1.30115 1.31170
C: -2.67170 -1.25122 -0.90279
C: -0.73869 -2.38060 -4.82977
C: 0.68334 -1.72127 -2.54133
C: -1.41337 -1.95237 -3.70343
C: 0.64650 -2.44873 -4.83254
C: 0.41217 2.59006 -0.21839
C: 0.18174 1.86564 0.91044
C: 1.44253 -1.56485 -1.27138
H: 2.22028 3.09669 -1.11015
H: -1.89097 2.11873 1.27820
H: -1.29270 -2.65002 -5.71675
H: 3.20285 2.83555 1.18546
H: 1.24294 -1.13245 2.92435
H: -0.17544 3.85411 -1.82259
H: 2.76827 -0.27409 0.59172
H: -0.32806 -0.66258 5.31185
H: -2.18353 0.95663 5.75869
H: 0.05271 -1.49391 1.68369
H: -3.63890 -0.30266 0.86651
H: 2.43059 -2.19995 -3.67147
H: -2.48919 -1.86772 -3.71074
H: 1.17251 -2.76569 -5.72024
H: 3.75209 -1.62707 0.00115
H: -0.56434 2.14235 -2.05078
H: -0.02720 -2.32380 3.24728
H: -3.41438 -1.92059 -1.28643
H: 4.13393 0.04086 -0.52473
H: -1.51641 3.11171 -0.92959

These are the natural (NBO) partial charges, in e, on atoms 1 to 4: -0.659, -0.657, -0.424, -0.508

---

Number 1: E_tot -47099.2693 eV. Number 2: E_tot -66150.2368 eV. Number 3: E_tot -36364.8481 eV. Number 4: E_tot -38298.8338 eV.